Molecular formula: C3H4N2O2S
Method: DFT, ωB97M-V with the def2-TZVPD basis set

The value obtained for the HOMO energy is -9.0 eV. As for the LUMO energy: -0.019 hartree. Its gap between HOMO and LUMO is 0.3133 Eh. The relative energy (zero: lowest compared OMol25 entry of this formula, charge and spin) comes out at 367.3 kJ/mol.

```
! RIJCOSX wB97M-V def2-TZVPD def2/J DEFGRID3
* xyz 0 1
C -0.257 -1.254 1.077
C -0.668 -0.331 -0.002
C 1.073 0.444 1.235
N 0.760 -0.837 1.724
N 0.115 0.722 0.140
O -1.197 -1.127 -3.030
O -0.432 1.138 -2.549
S -1.399 0.126 -2.357
H -0.603 -2.231 1.258
H 0.602 1.011 1.963
H 2.092 0.894 1.067
H -0.086 1.444 -0.526
*
```

List of Löwdin charges in e, atom by atom: number 1, C, carries -0.12; number 2, C, carries -0.10; number 3, C, carries -0.20; number 4, N, carries 0.09; number 5, N, carries 0.03; number 6, O, carries -0.45; number 7, O, carries -0.46; number 8, S, carries 0.76; number 9, H, carries 0.09; number 10, H, carries 0.11; number 11, H, carries 0.16; number 12, H, carries 0.09

Molecular formula: CH2N2O2
Method: DFT, ωB97M-V with the def2-TZVPD basis set

The value obtained for the HOMO energy (alpha / beta) is -8.6 / -8.6 eV. As for the LUMO energy (alpha / beta): -0.017 / -0.017 hartree. Its gap between HOMO and LUMO (alpha / beta) is 0.2997 / 0.3002 Eh. The relative energy (zero: lowest compared OMol25 entry of this formula, charge and spin) comes out at 905.0 kJ/mol.

```
! RIJCOSX wB97M-V def2-TZVPD def2/J DEFGRID3
* xyz 0 1
C -0.861 0.156 2.204
N -0.209 -1.255 -1.656
N -0.999 -1.423 0.467
O -1.529 -0.008 3.139
O -0.404 -0.832 -0.435
H -0.127 0.883 1.876
H 0.313 -0.520 -2.135
*
```

List of Löwdin charges in e, atom by atom: number 1, C, carries 0.00; number 2, N, carries 0.02; number 3, N, carries 0.08; number 4, O, carries 0.12; number 5, O, carries -0.35; number 6, H, carries 0.09; number 7, H, carries 0.03

Molecular formula: C57H43N4NaO6PSSb
Method: DFT, ωB97M-V with the def2-TZVPD basis set

The value obtained for the HOMO energy is -1.4 eV. As for the LUMO energy: 0.135 hartree. Its gap between HOMO and LUMO is 0.1872 Eh. The relative energy (zero: lowest compared OMol25 entry of this formula, charge and spin) comes out at 0.0 kJ/mol.

```
! RIJCOSX wB97M-V def2-TZVPD def2/J DEFGRID3
* xyz -2 1
Na 0.105 1.374 0.398
C 2.734 1.935 4.319
C 1.660 2.147 3.429
N 0.963 1.174 2.910
C 1.244 -0.109 3.247
C 2.277 -0.422 4.153
C 3.034 0.654 4.669
C 2.527 -1.767 4.532
C 1.722 -2.738 4.007
C 0.685 -2.456 3.109
C 0.419 -1.161 2.652
N -0.447 -0.789 1.697
C -1.443 -1.596 1.286
C -2.157 -2.509 2.060
C -3.213 -3.273 1.543
C -3.614 -3.175 0.239
C -2.953 -2.234 -0.593
C -3.324 -2.049 -1.949
C -2.695 -1.114 -2.712
C -1.681 -0.342 -2.100
N -1.294 -0.509 -0.868
C -1.903 -1.443 -0.090
H 3.296 2.779 4.700
H 1.379 3.150 3.133
H 3.850 0.437 5.352
H 3.330 -1.991 5.224
H 1.890 -3.777 4.281
H 0.113 -3.277 2.703
H -1.886 -2.623 3.101
H -3.727 -3.958 2.210
H -4.429 -3.765 -0.158
H -4.116 -2.668 -2.359
H -2.943 -0.953 -3.753
H -1.180 0.442 -2.663
O 0.459 5.593 -0.342
C 0.918 4.969 0.737
O 0.374 4.942 1.808
C 2.237 4.264 0.498
C 3.442 4.939 0.365
C 4.588 4.189 0.154
C 4.479 2.814 0.029
C 3.222 2.238 0.153
N 2.129 2.946 0.423
C 3.014 0.758 -0.181
O 3.990 0.127 -0.654
O 1.861 0.322 -0.073
H -0.549 5.487 -0.391
H 3.469 6.018 0.420
H 5.551 4.677 0.053
H 5.317 2.177 -0.210
O -2.059 4.940 -0.804
C -2.006 3.737 -0.486
O -0.973 3.092 -0.218
C -3.318 2.938 -0.356
P -3.000 1.667 0.945
C -4.702 1.044 1.338
C -5.543 0.678 0.286
C -6.764 0.064 0.514
C -7.175 -0.208 1.811
C -6.345 0.141 2.867
C -5.125 0.756 2.631
C -2.730 2.717 2.432
C -2.021 2.130 3.475
C -1.758 2.836 4.639
C -2.186 4.148 4.765
C -2.871 4.751 3.718
C -3.141 4.040 2.561
H -3.476 2.405 -1.298
H -4.173 3.595 -0.177
H -5.234 0.856 -0.738
H -7.389 -0.211 -0.326
H -8.125 -0.692 1.997
H -6.641 -0.070 3.887
H -4.496 1.012 3.475
H -1.630 1.127 3.349
H -1.186 2.367 5.429
H -1.960 4.711 5.662
H -3.175 5.787 3.792
H -3.646 4.536 1.744
S 2.429 1.468 -3.208
Sb 2.292 -0.757 -2.740
C 4.051 -1.712 -3.512
C 4.128 -2.162 -4.823
C 5.287 -2.754 -5.308
C 6.393 -2.897 -4.486
C 6.333 -2.432 -3.179
C 5.175 -1.841 -2.697
C 0.957 -1.374 -4.342
C 0.801 -2.706 -4.721
C -0.036 -3.062 -5.768
C -0.736 -2.081 -6.458
C -0.579 -0.752 -6.101
C 0.267 -0.403 -5.057
C 1.762 -2.294 -1.380
C 0.606 -3.029 -1.583
C 0.354 -4.161 -0.814
C 1.267 -4.566 0.140
C 2.410 -3.810 0.363
C 2.651 -2.665 -0.375
H 3.283 -2.049 -5.491
H 5.324 -3.099 -6.334
H 7.298 -3.359 -4.862
H 7.196 -2.521 -2.530
H 5.154 -1.451 -1.691
H 1.336 -3.488 -4.193
H -0.145 -4.105 -6.041
H -1.397 -2.354 -7.270
H -1.115 0.022 -6.636
H 0.411 0.638 -4.785
H -0.127 -2.725 -2.317
H -0.576 -4.700 -0.954
H 1.066 -5.440 0.747
H 3.099 -4.084 1.151
H 3.505 -2.044 -0.159
*
```

Löwdin atomic charge list, values in e, 99 entries: number 1, Na, carries 0.17; number 2, C, carries -0.06; number 3, C, carries -0.14; number 4, N, carries 0.13; number 5, C, carries -0.14; number 6, C, carries -0.18; number 7, C, carries -0.04; number 8, C, carries -0.10; number 9, C, carries -0.13; number 10, C, carries -0.06; number 11, C, carries -0.22; number 12, N, carries 0.11; number 13, C, carries -0.25; number 14, C, carries -0.05; number 15, C, carries -0.11; number 16, C, carries -0.09; number 17, C, carries -0.18; number 18, C, carries -0.04; number 19, C, carries -0.06; number 20, C, carries -0.15; number 21, N, carries 0.13; number 22, C, carries -0.18; number 23, H, carries 0.09; number 24, H, carries 0.09; number 25, H, carries 0.10; number 26, H, carries 0.08; number 27, H, carries 0.09; number 28, H, carries 0.08; number 29, H, carries 0.10; number 30, H, carries 0.09; number 31, H, carries 0.09; number 32, H, carries 0.10; number 33, H, carries 0.09; number 34, H, carries 0.11; number 35, O, carries 0.09; number 36, C, carries -0.50; number 37, O, carries 0.11; number 38, C, carries -0.17; number 39, C, carries -0.01; number 40, C, carries -0.06; number 41, C, carries -0.01; number 42, C, carries -0.17; number 43, N, carries 0.21; number 44, C, carries -0.70; number 45, O, carries -0.11; number 46, O, carries -0.10; number 47, H, carries 0.08; number 48, H, carries 0.11; number 49, H, carries 0.10; number 50, H, carries 0.11; number 51, O, carries -0.02; number 52, C, carries -0.71; number 53, O, carries -0.08; number 54, C, carries -0.25; number 55, P, carries 1.13; number 56, C, carries -0.33; number 57, C, carries -0.11; number 58, C, carries -0.11; number 59, C, carries -0.12; number 60, C, carries -0.10; number 61, C, carries -0.09; number 62, C, carries -0.35; number 63, C, carries -0.11; number 64, C, carries -0.09; number 65, C, carries -0.10; number 66, C, carries -0.09; number 67, C, carries -0.07; number 68, H, carries 0.08; number 69, H, carries 0.08; number 70, H, carries 0.09; number 71, H, carries 0.09; number 72, H, carries 0.09; number 73, H, carries 0.09; number 74, H, carries 0.10; number 75, H, carries 0.09; number 76, H, carries 0.10; number 77, H, carries 0.09; number 78, H, carries 0.09; number 79, H, carries 0.10; number 80, S, carries 0.06; number 81, Sb, carries 1.31; number 82, C, carries -0.30; number 83, C, carries -0.12; number 84, C, carries -0.11; number 85, C, carries -0.12; number 86, C, carries -0.10; number 87, C, carries -0.11; number 88, C, carries -0.35; number 89, C, carries -0.15; number 90, C, carries -0.10; number 91, C, carries -0.11; number 92, C, carries -0.10; number 93, C, carries -0.16; number 94, C, carries -0.29; number 95, C, carries -0.13; number 96, C, carries -0.08; number 97, C, carries -0.10; number 98, C, carries -0.08; number 99, C, carries -0.09

| no. | energy (eV) |
| --- | --- |
| 1 | -21083.02461 |
| 2 | -8135.99121 |
| 3 | -109136.56777 |